1.
Here is 5 unconnected molecules or ions with the total composition C23H30ClF13O11 from the Open Molecules 2025 dataset. Energies are from ωB97M-V/def2-TZVPD.

Geometry as XYZ:
```
78
Properties=species:S:1:pos:R:3
C 2.41117 -4.30097 1.53807
C 3.25646 -3.05056 1.27511
C 2.47587 -1.86588 0.69620
Cl 1.19002 -2.36794 -0.44418
C 3.37373 -0.91941 -0.08592
O 4.26416 -0.21244 0.80396
C 4.04532 1.11472 0.94567
O 4.87621 1.92472 0.68482
C 2.70461 1.51946 1.56072
C 2.89289 1.58416 3.05248
O 2.89444 0.68609 3.81090
F 3.11159 2.84749 3.47160
H 2.89510 -4.89929 2.31047
H 2.33647 -4.90810 0.63898
H 1.43522 -4.00442 1.90075
H 3.67498 -2.70014 2.22012
H 4.08281 -3.27798 0.59766
H 2.00185 -1.33818 1.52385
H 4.01409 -1.49433 -0.75300
H 2.80570 -0.21513 -0.69462
H 1.92403 0.78777 1.36675
H 2.42648 2.48695 1.15591
C 5.13584 5.47701 3.26221
C 5.20777 6.14183 4.61656
O 5.51872 7.55199 4.50198
C 4.51424 8.34351 4.16969
O 3.37591 8.03671 3.97124
C 5.00832 9.80817 4.10596
F 6.14339 9.91137 3.40808
F 5.23843 10.26336 5.34586
F 4.09335 10.58460 3.53773
H 6.06485 5.62893 2.71212
H 4.97745 4.40796 3.38637
H 4.31609 5.88048 2.66932
H 6.02001 5.73487 5.21404
H 4.27823 6.02995 5.17364
C -2.34981 -1.15042 -6.30981
C -2.16715 -2.58788 -5.88194
O -0.77022 -2.90374 -5.67488
C -0.24644 -2.48645 -4.53447
O -0.79568 -1.89766 -3.65095
C 1.23832 -2.91189 -4.45560
F 1.89183 -2.62482 -5.58557
F 1.32103 -4.23362 -4.24987
F 1.84018 -2.29109 -3.44897
H -1.76470 -0.94382 -7.20702
H -3.40008 -0.95524 -6.52247
H -2.02045 -0.47138 -5.52890
H -2.49022 -3.27981 -6.65627
H -2.71998 -2.80941 -4.96922
C -4.29848 -5.16154 5.48785
C -3.78379 -6.10389 4.42403
O -2.70005 -5.50926 3.67129
C -1.51351 -5.52074 4.25514
O -1.22866 -5.98008 5.32103
C -0.47053 -4.86499 3.32098
F -0.91950 -3.69945 2.83781
F -0.21333 -5.66797 2.28325
F 0.65186 -4.62879 3.99075
H -4.60490 -4.21502 5.04234
H -5.15989 -5.60758 5.98460
H -3.53492 -4.96057 6.23766
H -4.54622 -6.31247 3.67742
H -3.44219 -7.04754 4.84771
C -7.67633 2.85563 -6.06379
C -7.44885 1.43737 -5.59353
O -6.04561 1.18207 -5.34415
C -5.56839 1.63964 -4.19704
O -6.16442 2.21849 -3.33871
C -4.07106 1.27429 -4.07954
F -3.41051 1.57975 -5.20284
F -3.94547 -0.04233 -3.86059
F -3.50739 1.92377 -3.07171
H -7.07773 3.06386 -6.95071
H -8.72816 2.99275 -6.31374
H -7.41025 3.57374 -5.28979
H -7.72070 0.71725 -6.36159
H -8.01345 1.21345 -4.68928
```

For the total energy, the calculation gives -3480.583793 Eh. For the HOMO energy, the calculation gives -10.7 eV. The net charge is 0. As for the SMILES: CC[C@H](Cl)COC(=O)CC(=O)F.CCOC(=O)C(F)(F)F.CCOC(=O)C(F)(F)F.CCOC(=O)C(F)(F)F.CCOC(=O)C(F)(F)F.

Löwdin atomic charges, in units of e:
1. C -0.13
2. C -0.25
3. C -0.65
4. Cl 0.70
5. C -0.21
6. O 0.01
7. C -0.48
8. O 0.17
9. C 0.02
10. C -0.45
11. O 0.19
12. F 0.10
13. H 0.08
14. H 0.07
15. H 0.02
16. H 0.12
17. H 0.11
18. H 0.10
19. H 0.13
20. H 0.12
21. H 0.12
22. H 0.14
23. C -0.06
24. C -0.18
25. O 0.03
26. C -0.41
27. O 0.17
28. C -0.55
29. F 0.17
30. F 0.16
31. F 0.17
32. H 0.09
33. H 0.06
34. H 0.08
35. H 0.13
36. H 0.13
37. C -0.07
38. C -0.18
39. O 0.04
40. C -0.40
41. O 0.16
42. C -0.55
43. F 0.17
44. F 0.17
45. F 0.13
46. H 0.09
47. H 0.08
48. H 0.06
49. H 0.13
50. H 0.13
51. C -0.06
52. C -0.19
53. O 0.03
54. C -0.40
55. O 0.17
56. C -0.55
57. F 0.16
58. F 0.17
59. F 0.17
60. H 0.08
61. H 0.08
62. H 0.08
63. H 0.12
64. H 0.13
65. C -0.06
66. C -0.19
67. O 0.03
68. C -0.40
69. O 0.17
70. C -0.55
71. F 0.16
72. F 0.16
73. F 0.18
74. H 0.08
75. H 0.08
76. H 0.08
77. H 0.12
78. H 0.13

---

2.
Here is a molecular structure, C23H30ClN3O3PPdSbTe from the Open Molecules 2025 dataset. Energies are from ωB97M-V/def2-TZVPD.

Geometry as XYZ:
```
64
Properties=species:S:1:pos:R:3
Pd 0.01305 0.77318 0.57128
C 3.51102 0.50134 1.64829
C 3.30953 0.39200 0.16861
C 4.32154 -0.00957 -0.69258
C 4.04547 -0.16193 -2.04295
C 2.76211 0.08137 -2.49987
C 1.80532 0.51842 -1.59189
N 2.09118 0.68298 -0.29759
Sb -0.08957 1.15050 -2.52316
C -0.02277 3.02008 -1.21635
C 0.10008 4.22749 -1.90320
C 0.15618 5.41141 -1.18918
C 0.08817 5.35840 0.19442
C -0.03199 4.12995 0.82963
C -0.08608 4.02633 2.32337
N -0.09103 2.99521 0.12121
C -1.98555 0.67454 -1.49559
C -3.08691 0.58861 -2.34091
C -4.33680 0.38342 -1.78673
C -4.44751 0.23240 -0.41166
C -3.30983 0.31431 0.37639
C -3.34433 0.15067 1.86549
N -2.11356 0.56020 -0.17248
H 4.55516 0.35592 1.91900
H 2.90790 -0.26143 2.14529
H 3.17423 1.47503 2.00537
H 5.31318 -0.19893 -0.30396
H 4.82406 -0.46790 -2.73051
H 2.49210 -0.07689 -3.53562
H 0.15295 4.21297 -2.98493
H 0.25180 6.36322 -1.69760
H 0.12530 6.26599 0.78230
H -0.28015 4.99610 2.77784
H 0.86853 3.65214 2.69867
H -0.85720 3.31889 2.62273
H -2.94735 0.66141 -3.41195
H -5.21484 0.33056 -2.41805
H -5.41055 0.04783 0.04559
H -4.26465 -0.33207 2.19048
H -3.27673 1.12843 2.34800
H -2.48996 -0.44427 2.18978
Cl 0.26878 -0.94535 2.91388
C 0.08189 0.82047 2.77575
H 0.94221 1.28308 3.25101
H -0.83927 1.09910 3.28015
C 2.16407 -5.19073 -0.28516
C 2.22462 -3.67773 -0.18402
O 1.62187 -3.06842 -1.34510
P 0.15855 -2.43354 -1.22509
O 0.06728 -1.48419 -0.07768
Te -0.36170 -1.80754 -3.46474
O -0.73242 -3.73396 -0.86505
C -2.09406 -3.51270 -0.46604
C -2.22520 -3.53870 1.04559
H 2.73588 -5.65162 0.52137
H 2.57703 -5.50905 -1.24282
H 1.12951 -5.52383 -0.23048
H 3.25917 -3.33176 -0.16215
H 1.73018 -3.31857 0.72275
H -2.67847 -4.31237 -0.92221
H -2.45265 -2.55752 -0.86540
H -1.86821 -4.49483 1.43075
H -3.26669 -3.39967 1.34092
H -1.62389 -2.73887 1.47676
```

For the total energy, the calculation gives -2722.133076 Eh. For the HOMO energy (alpha / beta), the calculation gives -6.8 / -7.0 eV. The energy relative to the best compared isomer or geometry (same formula, charge and spin) is 0.0 kJ/mol. The net charge is 0. The spin multiplicity is 3.

Löwdin atomic charges, in units of e:
1. Pd 0.79
2. C -0.03
3. C -0.31
4. C -0.02
5. C -0.05
6. C -0.15
7. C -0.47
8. N 0.00
9. Sb 1.24
10. C -0.40
11. C -0.13
12. C -0.07
13. C -0.03
14. C -0.32
15. C -0.03
16. N 0.00
17. C -0.48
18. C -0.15
19. C -0.05
20. C -0.03
21. C -0.32
22. C -0.03
23. N 0.00
24. H 0.08
25. H 0.05
26. H 0.08
27. H 0.11
28. H 0.11
29. H 0.07
30. H 0.08
31. H 0.11
32. H 0.11
33. H 0.08
34. H 0.08
35. H 0.06
36. H 0.08
37. H 0.11
38. H 0.11
39. H 0.08
40. H 0.08
41. H 0.04
42. Cl 0.48
43. C -0.65
44. H -0.03
45. H -0.03
46. C -0.07
47. C -0.27
48. O -0.31
49. P 0.11
50. O -0.44
51. Te 0.52
52. O -0.30
53. C -0.29
54. C -0.07
55. H 0.08
56. H 0.08
57. H 0.07
58. H 0.11
59. H 0.11
60. H 0.12
61. H 0.09
62. H 0.08
63. H 0.08
64. H 0.03

---

3.
Here is 5 unconnected molecules or ions with the total composition C23H30F13N2O8 from the Open Molecules 2025 dataset. Energies are from ωB97M-V/def2-TZVPD.

Geometry as XYZ:
```
76
Properties=species:S:1:pos:R:3
F 4.93658 -0.27075 0.05021
C 3.65319 -0.86367 -0.21849
C 2.63464 -0.26542 0.90009
C 1.48417 0.61611 0.17726
N 0.43721 -0.39486 -0.28788
C -0.43746 -0.81524 0.75262
C -1.51061 -1.89584 0.35021
C -1.41856 -2.27447 -1.14657
C -0.35526 -1.66036 -2.07940
N 0.54318 -0.70869 -1.56233
H 3.28972 -0.66891 -1.29109
H 3.75614 -2.00547 -0.11515
H 2.20496 -1.19083 1.43705
H 3.18770 0.32180 1.71770
H 1.02329 1.39873 0.87420
H 1.92001 1.17907 -0.71870
H -0.35678 -0.42837 1.82741
H -2.24564 -2.32913 1.09942
H -2.14492 -3.04532 -1.57839
H -0.25868 -1.95406 -3.18722
C 6.88754 2.14620 2.01237
C 5.98614 3.31598 2.35660
O 5.55577 3.24840 3.72579
C 6.45919 3.64305 4.64735
O 7.56428 4.03909 4.38942
C 5.86195 3.56005 6.05074
F 5.23559 2.38472 6.27499
F 4.94644 4.52849 6.26494
F 6.78713 3.68795 7.01638
H 6.39009 1.20014 2.24153
H 7.15154 2.16186 0.95377
H 7.80891 2.16998 2.59751
H 5.08372 3.27490 1.74239
H 6.47085 4.27539 2.15377
C -0.45016 1.62266 -4.45214
C -1.89930 1.37060 -4.08086
O -2.76748 1.64964 -5.18730
C -2.82082 0.70028 -6.14383
O -2.20199 -0.33207 -6.11200
C -3.80883 1.09884 -7.23824
F -3.63388 2.36886 -7.65322
F -5.08728 1.00648 -6.81413
F -3.71204 0.32695 -8.33354
H -0.32389 2.64094 -4.82778
H 0.20000 1.47921 -3.58682
H -0.12131 0.94867 -5.24587
H -2.19152 2.04564 -3.27355
H -2.05464 0.34886 -3.71988
C 4.12337 -3.04696 6.06207
C 2.66797 -3.30775 6.39923
O 1.81821 -3.01733 5.27416
C 1.78551 -3.95189 4.30534
O 2.40248 -4.98267 4.33064
C 0.81879 -3.53760 3.19754
F 1.00071 -2.25314 2.80161
F -0.46955 -3.63449 3.58739
F 0.93741 -4.29243 2.09113
H 4.25440 -2.02356 5.70073
H 4.75443 -3.19805 6.93894
H 4.47165 -3.71105 5.26832
H 2.35541 -2.64323 7.20713
H 2.50864 -4.33312 6.74491
C -7.20221 0.85968 -4.90287
C -8.49582 0.27385 -4.37145
O -8.28657 -0.36092 -3.09849
C -8.19543 0.46456 -2.03731
O -8.28238 1.66285 -2.09717
C -8.01491 -0.33799 -0.75018
F -7.06287 -1.29035 -0.86558
F -9.14883 -0.97290 -0.39052
F -7.65850 0.43020 0.29516
H -6.42545 0.09253 -4.94716
H -7.34874 1.27540 -5.90030
H -6.82896 1.65217 -4.25064
H -8.85360 -0.50064 -5.05288
H -9.28403 1.02879 -4.29914
```

For the total energy, the calculation gives -2903.762716 Eh. For the HOMO energy, the calculation gives -13.1 eV. The net charge is +1.

Löwdin atomic charges, in units of e:
1. F -0.10
2. C -0.15
3. C -0.11
4. C -0.10
5. N -0.14
6. C 0.07
7. C 0.08
8. C 0.05
9. C 0.00
10. N 0.11
11. H 0.11
12. H 0.13
13. H 0.09
14. H 0.13
15. H 0.14
16. H 0.14
17. H 0.16
18. H 0.13
19. H 0.12
20. H 0.15
21. C -0.06
22. C -0.21
23. O 0.01
24. C -0.37
25. O 0.18
26. C -0.51
27. F 0.15
28. F 0.16
29. F 0.17
30. H 0.07
31. H 0.09
32. H 0.08
33. H 0.12
34. H 0.13
35. C -0.06
36. C -0.21
37. O 0.03
38. C -0.36
39. O 0.16
40. C -0.51
41. F 0.17
42. F 0.14
43. F 0.17
44. H 0.09
45. H 0.06
46. H 0.08
47. H 0.13
48. H 0.11
49. C -0.06
50. C -0.19
51. O 0.02
52. C -0.37
53. O 0.18
54. C -0.50
55. F 0.10
56. F 0.16
57. F 0.16
58. H 0.08
59. H 0.09
60. H 0.08
61. H 0.13
62. H 0.13
63. C -0.07
64. C -0.19
65. O 0.02
66. C -0.37
67. O 0.17
68. C -0.51
69. F 0.14
70. F 0.16
71. F 0.16
72. H 0.07
73. H 0.08
74. H 0.08
75. H 0.13
76. H 0.13